{
  "formula": "C22H32N2O3",
  "method": "ωB97M-V/def2-TZVPD",
  "elements": ["C", "H", "O", "C", "C", "C", "C", "C", "C", "H", "H", "C", "H", "H", "C", "N", "C", "O", "C", "C", "N", "C", "O", "C", "C", "H", "H", "H", "H", "C", "H", "C", "C", "C", "C", "C", "C", "H", "H", "H", "H", "H", "H", "H", "H", "H", "H", "H", "H", "H", "H", "H", "H", "H", "H", "H", "H", "H", "H"],
  "coordinates": [[-6.915, -2.412, -0.035], [-7.408, -2.035, 0.711], [-5.434, -2.329, 0.158], [-4.929, -1.270, 0.457], [-5.583, -0.172, 0.324], [-4.938, 1.056, 0.840], [-3.625, 0.950, 1.279], [-2.943, -0.151, 1.002], [-3.684, -1.288, 0.720], [-3.115, -2.326, 0.818], [-1.935, -0.057, 1.404], [-2.853, 2.423, 1.286], [-1.761, 1.883, 1.711], [-3.262, 3.060, 2.126], [-2.507, 3.101, -0.036], [-1.977, 2.252, -0.809], [-0.555, 1.819, -0.869], [0.166, 2.498, -0.123], [-0.067, 1.029, -2.016], [1.267, 0.600, -1.572], [1.356, -0.243, -0.580], [0.495, -1.225, -0.183], [0.575, -1.891, 0.723], [-0.306, -1.539, -1.389], [-1.058, -0.170, -2.160], [-1.756, -0.218, -1.174], [-1.531, -0.678, -2.886], [-0.871, -2.263, -1.381], [0.328, -1.908, -2.282], [2.298, 0.173, 0.653], [2.047, 1.372, 0.744], [3.719, 0.024, 0.118], [4.641, 0.664, 1.391], [6.072, 0.344, 1.030], [6.410, -1.062, 0.828], [5.632, -1.373, -0.263], [4.134, -1.414, -0.152], [3.863, -1.968, 1.187], [3.488, -1.783, -0.779], [5.715, -2.503, -0.348], [5.899, -1.129, -1.072], [7.364, -1.021, 0.817], [6.162, -1.600, 1.773], [6.643, 0.733, 1.899], [6.228, 1.105, 0.080], [4.538, 0.031, 2.287], [4.450, 1.570, 1.560], [4.100, 0.459, -0.637], [2.043, -0.302, 1.352], [1.572, 0.076, -2.502], [1.900, 1.516, -1.596], [-0.213, 1.447, -2.985], [-2.350, 1.776, -1.573], [-1.733, 3.850, 0.393], [-3.314, 3.456, -0.183], [-5.342, 2.197, 0.993], [-6.678, 0.041, 0.166], [-7.257, -1.817, -0.965], [-7.205, -3.355, -0.279]],
  "total_energy_ev": -32437.3122,
  "homo_lumo_gap_ev": 9.031,
  "homo_energy_ev": -8.4,
  "relative_energy_kcal_mol": 471.4
}